Record 1
# C47H38Br2NO28

8 unconnected molecules or ions with the total composition C47H38Br2NO28 (wB97M-V/def2-TZVPD, the OMol25 dataset).

Structure (XYZ):
```
116
Properties=species:S:1:pos:R:3:forces:R:3
C -0.146121 2.473081 2.904963 -0.159 -0.100 0.187
C 1.360881 2.293190 2.751153 0.180 0.105 -0.224
C 1.703070 0.809886 2.551993 -0.357 -0.066 0.984
Br 3.135846 0.769101 1.059508 0.366 -0.280 -0.292
C 2.065550 0.117380 3.838555 -0.489 -0.329 -0.415
Br 0.662795 -1.413710 4.054457 0.158 0.002 -0.089
C 3.375496 -0.622416 3.939687 0.087 0.029 0.318
N 4.485196 0.320640 4.195902 0.350 0.053 -0.143
H -0.669878 2.254595 1.969505 0.074 -0.015 0.037
H -0.397268 3.493650 3.208816 0.040 -0.033 -0.036
H -0.534305 1.789532 3.666350 0.045 0.059 -0.026
H 1.715997 2.894422 1.908570 -0.023 0.016 0.095
H 1.857457 2.618011 3.668445 0.073 0.074 -0.163
H 0.870430 0.302746 2.065635 0.110 0.106 -0.174
H 3.310700 -1.335348 4.764073 0.028 0.087 -0.035
H 3.644670 -1.199375 3.040032 0.007 0.041 0.006
H 4.865211 0.624431 3.304873 -0.384 0.179 -0.112
H 4.087752 1.155780 4.616715 0.016 -0.009 0.044
C -0.806427 3.648709 -3.117838 -0.086 0.014 0.016
C -1.171277 2.865361 -2.091857 0.161 -0.120 0.094
C -0.200827 1.928714 -1.380323 -0.122 0.068 -0.028
O -0.689045 1.286387 -0.467426 0.059 -0.037 -0.009
C 1.168018 1.867077 -1.821335 0.078 -0.122 -0.037
C 1.533729 2.651452 -2.846230 -0.157 0.112 -0.053
C 0.569254 3.593630 -3.550688 0.055 -0.022 0.012
O 1.035624 4.257730 -4.462865 -0.017 -0.015 0.007
O 2.754158 2.697810 -3.357276 0.122 -0.102 0.059
O -2.384301 2.800836 -1.574679 -0.139 0.169 -0.065
H -1.486484 4.317062 -3.627376 -0.009 -0.002 0.016
H 1.841950 1.198158 -1.302795 0.042 0.057 -0.006
H 2.716067 3.358824 -4.076994 -0.046 0.025 -0.009
H -2.315366 2.150489 -0.838401 0.036 -0.048 -0.024
C -5.224450 4.440432 -1.877092 0.132 -0.022 -0.091
C -5.490982 5.653998 -2.386152 -0.228 -0.011 0.049
C -6.866022 6.302306 -2.283232 0.118 0.006 -0.044
O -6.963492 7.412909 -2.779476 -0.031 -0.021 0.008
C -7.931433 5.585803 -1.632713 -0.092 -0.031 0.065
C -7.666618 4.369719 -1.127437 0.183 -0.020 -0.081
C -6.286808 3.734319 -1.211754 -0.128 -0.070 0.081
O -6.177421 2.634263 -0.693703 -0.009 0.028 0.006
O -8.545131 3.604114 -0.511039 -0.171 0.047 0.030
O -4.615170 6.408099 -3.022202 0.185 -0.035 -0.038
H -4.256477 3.960606 -1.938568 0.041 0.102 0.036
H -8.907703 6.045397 -1.576582 -0.005 -0.019 0.011
H -8.056934 2.792294 -0.258279 0.054 0.000 -0.016
H -5.094565 7.226298 -3.268228 -0.062 -0.001 0.021
C 3.361640 -4.974995 2.228287 0.085 0.010 -0.044
C 3.048507 -3.865945 1.543389 -0.079 0.060 0.073
C 1.612834 -3.421252 1.302076 0.269 0.098 0.058
O 1.506317 -2.416154 0.627081 -0.320 -0.027 -0.129
C 0.533521 -4.203529 1.854846 -0.080 -0.058 -0.091
C 0.847630 -5.305202 2.546437 0.130 -0.081 0.033
C 2.280540 -5.754494 2.774620 -0.068 -0.054 0.037
O 2.418381 -6.779770 3.427722 0.014 0.050 -0.045
O -0.036440 -6.122844 3.109008 -0.142 0.095 -0.051
O 3.920576 -3.030987 1.002826 0.070 0.181 -0.055
H 4.378473 -5.299433 2.395457 0.001 0.019 -0.004
H -0.480425 -3.869381 1.696024 -0.024 0.008 0.054
H 0.498805 -6.813429 3.549513 0.066 -0.005 0.002
H 3.370689 -2.290261 0.641836 -0.035 0.042 0.140
C 8.366103 3.358530 3.218632 0.096 0.024 -0.054
C 9.662413 3.064712 3.059208 0.016 -0.157 0.027
C 10.234182 1.684555 3.339726 0.028 0.100 -0.031
O 11.438198 1.571791 3.134643 0.021 -0.036 0.017
C 9.368978 0.653229 3.814521 0.011 -0.005 -0.023
C 8.052522 0.919235 3.989337 -0.111 0.132 0.034
C 7.473154 2.313706 3.674160 -0.147 -0.559 0.263
O 6.280904 2.452656 3.844221 0.117 0.297 -0.041
O 7.218988 0.016596 4.434776 0.510 0.125 0.042
O 10.587470 3.917511 2.645530 -0.017 0.225 -0.061
H 7.953422 4.336369 3.015338 -0.002 -0.005 -0.008
H 9.794604 -0.317344 4.026056 -0.059 -0.021 0.012
H 6.267570 0.316037 4.525450 -0.478 -0.133 -0.138
H 11.418586 3.395692 2.629118 -0.008 -0.070 0.021
C -5.414742 -0.669391 -3.579505 0.188 0.042 -0.150
C -5.701898 0.640991 -3.612353 -0.218 -0.070 -0.020
C -7.128948 1.162086 -3.689166 0.173 0.039 0.095
O -7.256983 2.375235 -3.658520 -0.072 0.043 -0.074
C -8.217090 0.221489 -3.776136 -0.077 -0.054 0.018
C -7.924843 -1.088182 -3.735852 0.188 0.008 0.039
C -6.496226 -1.608199 -3.614684 -0.202 -0.065 0.014
O -6.391875 -2.825133 -3.555436 0.046 0.054 0.022
O -8.817136 -2.059081 -3.783643 -0.173 0.029 -0.025
O -4.791792 1.592917 -3.568139 0.209 0.015 -0.032
H -4.404733 -1.043210 -3.495544 0.001 0.029 0.038
H -9.227134 0.599045 -3.846829 -0.006 -0.019 0.002
H -8.299965 -2.890733 -3.723996 0.055 0.006 0.018
H -5.267894 2.446448 -3.575297 -0.082 -0.011 0.004
C 5.710268 -2.639887 -3.750494 -0.002 0.108 0.084
C 5.418602 -3.092303 -2.514142 0.002 -0.212 -0.073
C 5.171853 -4.571705 -2.232961 -0.024 0.128 0.005
O 4.930582 -4.880834 -1.084770 0.042 -0.045 -0.004
C 5.233391 -5.508441 -3.337100 0.001 -0.065 -0.065
C 5.521013 -5.046075 -4.560823 0.023 0.184 0.030
C 5.786694 -3.574484 -4.835037 -0.006 -0.152 -0.084
O 6.051865 -3.297122 -5.996547 -0.015 0.033 0.053
O 5.609922 -5.791673 -5.651347 -0.023 -0.183 0.004
O 5.333379 -2.297860 -1.473870 0.054 0.304 0.112
H 5.887323 -1.593509 -3.955203 -0.007 0.006 0.040
H 5.044550 -6.552733 -3.132728 0.005 -0.001 -0.009
H 5.835012 -5.165711 -6.371510 0.007 0.058 0.017
H 5.107378 -2.790185 -0.658835 -0.036 -0.342 -0.090
C -5.358509 -0.706268 1.394062 -0.007 0.102 0.096
C -5.430324 -1.089221 2.681037 0.009 -0.191 -0.014
C -5.685669 -2.534902 3.095519 0.026 0.128 0.078
O -5.724280 -2.739354 4.296428 -0.036 -0.022 -0.050
C -5.870037 -3.536262 2.076291 -0.029 -0.094 -0.090
C -5.796841 -3.155168 0.790514 0.063 0.237 0.071
C -5.528816 -1.710651 0.382724 -0.030 -0.220 -0.081
O -5.484363 -1.516105 -0.821673 -0.012 0.120 0.053
O -5.946631 -3.963212 -0.240682 -0.042 -0.197 -0.018
O -5.295396 -0.278418 3.708953 0.012 0.192 -0.030
H -5.175569 0.315385 1.090466 0.004 -0.001 0.013
H -6.057923 -4.556441 2.378642 0.018 -0.007 -0.020
H -5.827865 -3.418532 -1.048496 0.011 0.048 0.028
H -5.371840 -0.836601 4.510151 0.013 -0.072 -0.012
```
Positions in Å, forces in eV/Å.

E: -248258.46886 eV
LUMO energy: -0.4 eV
max |F|: 0.0204 Eh/bohr
net charge: -1


Record 2
# C23H48O5P4Ru

A molecular structure, C23H48O5P4Ru (wB97M-V/def2-TZVPD, the OMol25 dataset).

Structure (XYZ):
```
81
Properties=species:S:1:pos:R:3:forces:R:3
P 2.386200 -0.261770 -0.749225 2.285 -0.573 -0.321
C 3.362168 -0.317276 0.803393 -0.331 0.101 0.740
H 4.428652 -0.273529 0.540643 -0.237 -0.021 -0.173
H 3.207930 -1.219834 1.408328 -0.028 0.239 -0.329
H 3.156007 0.548349 1.451762 0.078 -0.163 -0.271
C 2.701158 -1.891142 -1.519094 -0.463 0.178 0.308
H 2.510953 -1.837505 -2.575933 0.171 -0.148 -0.170
H 2.002538 -2.601241 -1.077574 0.048 -0.168 -0.005
H 3.720660 -2.227404 -1.358085 0.209 0.097 0.178
C 3.365963 1.003519 -1.654322 -0.440 -0.043 -0.232
H 4.351576 0.624724 -1.931110 0.017 -0.089 0.191
H 3.469606 1.892652 -1.033822 0.173 -0.052 0.104
H 2.846536 1.293596 -2.563457 0.334 0.122 0.179
P -1.003266 3.236145 -1.341678 -1.287 3.029 -0.978
C -1.289719 4.338938 0.074306 0.271 -0.375 0.778
H -1.656434 5.296645 -0.313499 0.048 -0.155 -0.099
H -0.357780 4.521200 0.620253 -0.141 0.031 -0.042
H -2.041933 3.936045 0.763513 0.153 0.076 -0.168
C 0.140189 4.242095 -2.362578 0.083 -0.798 0.362
H 0.152280 3.885044 -3.381468 0.091 0.141 -0.215
H 1.132146 4.143325 -1.928463 0.237 0.188 -0.071
H -0.160966 5.284191 -2.344620 -0.144 0.157 0.091
C -2.638661 3.338793 -2.175679 0.532 -0.645 0.153
H -2.794528 4.351136 -2.533502 0.027 0.244 -0.007
H -3.421250 3.080192 -1.470587 -0.178 -0.004 0.112
H -2.660490 2.651149 -3.011016 -0.334 0.066 -0.099
P -1.971674 -1.489375 -0.775052 -1.542 -1.741 -0.015
C -2.897192 -1.926713 0.749044 0.585 0.506 0.701
H -3.613426 -2.730546 0.540916 0.139 0.181 -0.301
H -3.436847 -1.030663 1.083094 -0.008 -0.289 -0.043
H -2.231977 -2.256113 1.552670 -0.278 0.085 -0.233
C -3.427685 -0.990232 -1.774371 0.607 0.294 -0.232
H -4.314124 -1.590626 -1.596860 0.028 -0.222 0.274
H -3.177897 -1.036513 -2.823244 -0.382 -0.096 -0.028
H -3.644140 0.051194 -1.523293 -0.214 -0.039 -0.046
C -1.286423 -3.065706 -1.407992 0.314 0.459 -0.187
H -2.067655 -3.762814 -1.688102 -0.371 -0.072 0.091
H -0.646275 -3.510805 -0.657329 -0.079 -0.042 0.188
H -0.675323 -2.873685 -2.282633 -0.047 -0.207 0.095
Ru -0.190260 0.533212 -1.553974 -0.666 0.623 1.474
C 0.827507 1.526635 -0.243539 2.385 1.651 2.756
O 1.379818 2.096471 0.625667 -2.165 -1.487 -3.029
C -1.529525 0.930184 -0.184587 -3.217 1.402 3.891
O -2.228906 1.292169 0.709344 2.997 -1.640 -4.758
C -1.497122 0.328353 -3.767677 -0.391 1.024 -0.868
C -0.981933 -0.958892 -3.703550 0.982 -0.254 -0.425
C 0.404120 -1.162411 -3.590105 -0.359 0.541 -0.946
C 1.265999 -0.057892 -3.658090 0.027 0.094 -0.659
C 0.756041 1.255054 -3.708197 -1.019 0.269 -1.162
C -0.661149 1.457574 -3.836638 1.540 -1.058 -0.468
H -2.549870 0.459809 -4.021770 0.213 0.026 0.252
H -1.611261 -1.799317 -3.968120 -0.115 -0.063 0.440
H 0.815995 -2.154133 -3.709050 -0.055 -0.117 0.150
H 2.320999 -0.234161 -3.925361 -0.486 0.188 0.656
H 1.401422 2.108870 -3.964513 -0.132 -0.516 0.450
H -1.011215 2.396148 -4.262588 -0.131 -0.105 0.619
C -1.281813 1.549662 4.495472 -0.538 -0.477 -0.005
C -0.442583 1.426842 3.249263 0.499 0.279 0.000
O -0.814868 0.117889 2.500114 0.941 -0.627 -1.345
P 0.402417 -0.747865 1.826096 -0.701 -3.553 5.153
O 1.229080 -0.988444 3.212716 0.050 1.074 -2.445
C 0.564093 -1.672689 4.361687 -0.500 -0.289 -0.031
C 1.210106 -1.224965 5.633929 0.524 -0.281 0.716
O -0.011831 -2.343186 1.379745 0.284 3.364 0.000
C 0.705091 -3.627183 1.728430 -0.636 -0.029 0.054
C 2.140510 -3.461173 2.041651 0.544 -0.650 0.827
H -2.338190 1.606837 4.201920 0.187 -0.095 0.333
H -1.045065 2.458726 5.075803 0.153 -0.220 -0.531
H -1.114625 0.702894 5.176707 -0.145 0.235 -0.243
H -0.675358 2.205519 2.513922 0.133 -0.173 0.238
H 0.636108 1.406249 3.485238 -0.491 -0.148 -0.303
H -0.498979 -1.433979 4.351313 0.016 0.146 -0.172
H 0.671217 -2.726105 4.117864 0.047 -0.103 0.471
H 1.392146 -0.142068 5.602068 -0.031 -0.283 0.128
H 0.534458 -1.437944 6.492458 0.362 0.106 -0.580
H 2.162405 -1.758828 5.834676 -0.520 0.463 -0.184
H 0.098084 -4.074192 2.518054 0.136 0.271 0.179
H 0.579656 -4.280657 0.870763 -0.161 0.233 -0.347
H 2.293346 -2.739612 2.862405 0.329 -0.784 -0.501
H 2.470606 -4.484330 2.341800 0.099 0.788 -0.102
H 2.704430 -3.174486 1.155326 0.086 -0.081 0.034
```
Positions in Å, forces in eV/Å.

⟨S²⟩: 6.05
2S+1: 5
E: -74559.41071 eV
LUMO energy (spin up / spin down): -12.8 / -15.2 eV
max |F|: 0.1225 Eh/bohr
net charge: +4


Q: Look up the net charge of the first one.
A: -1